Record 1
DFT (ωB97M-V with the def2-TZVPD basis set) results for C21H21HfN2O4S6 as an isolated structure.

Summary:
Total charge: -1
Total energy: -99612.1337 eV
E_HOMO: -4.5 eV
E_LUMO: 2.4 eV

Geometry (Å):
Hf  -0.669  0.530  0.990
S  -4.609  4.588  0.577
S  -2.744  5.681  -1.505
S  -2.794  1.837  0.487
S  -1.055  3.307  -1.576
S  -0.485  5.576  -3.422
S  0.085  0.012  3.586
O  -1.315  -1.423  0.783
O  0.463  1.215  2.780
O  -2.325  -3.263  1.541
O  0.346  0.060  4.995
N  -1.375  -0.181  3.104
N  0.406  0.900  -0.538
C  2.684  -0.560  -3.715
C  -0.948  -0.484  -2.613
C  1.446  -3.595  2.424
C  -2.411  3.262  -0.453
C  3.284  0.188  -2.715
C  -1.388  4.892  -2.237
C  -3.184  4.373  -0.427
C  2.544  0.736  -1.676
C  1.842  -0.947  1.707
C  3.229  1.567  -0.624
C  -1.904  -2.137  1.702
C  -2.055  -1.454  3.077
C  0.900  -2.585  3.198
C  2.160  -3.303  1.264
C  1.063  -1.260  2.815
C  2.373  -1.968  0.934
C  -5.830  3.653  -0.386
C  1.147  0.505  -1.609
C  0.531  -0.232  -2.664
C  1.309  -0.752  -3.685
C  2.677  -4.395  0.373
H  -1.319  -0.821  -3.583
H  2.046  0.080  1.436
H  0.828  -1.324  -4.472
H  2.489  -5.378  0.803
H  2.186  -4.347  -0.600
H  -1.187  -1.247  -1.868
H  -1.485  0.418  -2.323
H  -5.948  4.088  -1.376
H  -6.773  3.717  0.155
H  0.334  -2.829  4.087
H  4.355  0.366  -2.744
H  -1.772  -2.167  3.852
H  1.290  -4.628  2.709
H  -5.519  2.614  -0.458
H  3.874  0.958  0.018
H  3.861  2.327  -1.089
H  -3.120  -1.259  3.221
H  3.750  -4.289  0.206
H  2.939  -1.709  0.046
H  3.279  -0.977  -4.519
H  2.493  2.065  0.006

The computed Mulliken charges, all in e, follow: 0.372 -0.074 -0.152 -0.355 0.184 -0.289 1.328 -0.330 -0.739 -0.710 -0.774 -0.341 0.109 -0.689 -1.194 -0.674 0.212 -0.573 -0.033 -0.167 0.944 -0.922 -1.683 0.828 -0.613 -0.931 0.767 0.140 -0.395 -0.708 -0.169 1.124 -0.877 -1.509 0.456 1.330 0.361 0.364 0.307 0.158 0.098 0.257 0.311 0.448 0.389 0.261 0.315 0.234 0.249 0.510 0.353 0.364 0.453 0.399 0.277

Record 2
DFT (ωB97M-V with the def2-TZVPD basis set) results for a 2-piece molecular cluster, C3H8O2 overall.

Summary:
2S+1: 2
Expectation value of S²: 0.755
Total charge: +1
ΔE to the lowest compared entry with this formula, charge and spin: 52.6 kcal per mole
Total energy: -7324.3070 eV
E_HOMO (alpha / beta): -13.0 / -13.0 eV
E_LUMO (alpha / beta): -6.4 / -11.3 eV

Geometry (Å):
O  3.071  -2.865  4.457
O  4.564  -1.607  5.547
C  4.244  -2.420  4.667
C  -2.116  1.376  -2.295
C  -2.803  1.666  -3.644
H  -1.091  1.754  -2.368
H  -3.832  1.942  -3.524
H  2.470  -2.491  5.145
H  -2.617  1.799  -1.424
H  5.066  -2.765  4.053
H  -2.636  0.820  -4.299
H  -1.989  0.305  -2.138
H  -2.330  2.486  -4.178

The computed Mulliken charges, all in e, follow: -0.222 0.018 0.427 -0.755 -0.796 0.236 0.266 0.408 0.270 0.370 0.264 0.251 0.263

Record 3
DFT (ωB97M-V with the def2-TZVPD basis set) results for a 2-piece molecular cluster, C2H3NO overall.

Summary:
Total charge: 0
ΔE to the lowest compared entry with this formula, charge and spin: 42.7 kcal per mole
Total energy: -5658.0550 eV
SMILES: C#N.C=O
E_HOMO: -10.4 eV
E_LUMO: 0.4 eV

Geometry (Å):
O  2.018  -1.216  0.013
N  -2.349  -0.186  1.172
C  -2.162  0.023  0.070
C  1.557  -0.099  -0.124
H  0.577  0.348  0.190
H  -1.811  0.460  -0.814
H  2.170  0.669  -0.508

The computed Mulliken charges, all in e, follow: -0.400 -0.324 0.064 0.030 0.109 0.279 0.242

Record 4
DFT (ωB97M-V with the def2-TZVPD basis set) results for C32H70Cl24O2SbSi as an isolated structure.

Summary:
Total charge: -1
Total energy: -353362.6772 eV
E_HOMO: -2.9 eV
E_LUMO: 1.3 eV

Geometry (Å):
Sb  -0.809  0.081  -5.006
Cl  -3.698  2.225  -3.353
Cl  6.422  1.469  -1.090
Cl  -2.544  -7.476  3.605
Cl  -0.491  3.977  0.669
Cl  0.306  3.705  7.685
Cl  2.598  -7.196  5.662
Cl  -0.551  -4.409  -8.560
Cl  4.869  2.423  10.811
Cl  -0.377  1.961  4.825
Cl  -1.460  -3.201  2.727
Cl  -1.254  -1.895  -0.427
Cl  -3.860  0.369  -0.485
Cl  -4.409  3.540  4.483
Cl  -8.083  1.637  -3.861
Cl  -1.526  5.221  3.736
Cl  1.936  7.279  0.833
Cl  -1.756  5.975  -1.801
Cl  -1.861  -5.731  6.465
Cl  3.322  5.372  3.310
Cl  0.835  -6.316  -6.083
Cl  4.531  -5.489  7.907
Cl  -8.245  -0.219  -0.994
Cl  5.036  3.376  -3.567
Cl  4.199  1.266  7.664
Si  0.401  2.301  -4.807
O  2.792  -4.703  -0.445
O  2.032  -3.844  -2.672
C  -0.896  -7.050  5.757
C  -1.004  -3.594  0.049
C  -9.543  0.940  -3.116
C  -5.158  1.528  -2.608
C  6.285  1.050  -2.816
C  1.230  2.395  5.457
C  -1.906  -4.006  1.202
C  -9.465  0.930  -1.598
C  4.235  -5.061  6.203
C  0.079  3.095  -3.067
C  -1.883  5.081  0.791
C  2.300  2.165  -5.118
C  1.059  -2.787  -3.010
C  0.248  -3.199  -4.402
C  2.831  -5.432  5.753
C  0.836  -5.518  -8.709
C  1.271  2.386  6.977
C  -2.670  5.159  -0.507
C  3.819  1.052  10.374
C  4.333  0.301  9.155
C  0.919  -2.586  -5.766
C  -0.262  3.575  -6.147
C  0.698  -6.735  -7.809
C  -2.417  5.251  5.279
C  -5.080  1.518  -1.090
C  6.423  2.268  -3.716
C  0.959  -0.949  -5.848
C  -0.937  -7.041  4.237
C  3.185  4.952  1.584
C  3.323  6.170  0.685
C  -3.067  3.914  5.594
C  2.372  -3.715  -1.240
H  -5.297  0.520  -3.010
H  3.795  0.383  11.239
H  2.782  3.154  -4.656
H  -1.819  -5.083  1.375
H  4.998  -5.554  5.592
H  -2.956  -3.779  0.992
H  -10.389  1.555  -3.441
H  -2.201  0.906  -4.267
H  0.348  -4.386  -4.481
H  2.807  1.437  10.212
H  -9.682  -0.068  -3.518
H  0.226  -2.794  -2.158
H  -4.839  2.509  -0.692
H  1.502  -1.704  -3.035
H  2.226  4.447  1.432
H  -0.348  -0.403  -3.383
H  -1.860  -1.290  -5.239
H  2.555  2.212  -6.273
H  -1.057  2.991  -2.722
H  0.133  -6.910  6.102
H  0.451  -3.093  -6.740
H  7.084  0.335  -3.033
H  3.740  -0.605  8.999
H  -3.488  3.933  6.604
H  -0.895  -2.985  -4.267
H  -3.156  6.057  5.229
H  2.292  -2.635  -0.771
H  0.053  -3.724  0.298
H  2.830  1.272  -4.567
H  -0.667  -6.060  3.833
H  0.903  1.439  7.384
H  1.747  -4.953  -8.486
H  -10.427  0.621  -1.177
H  -1.421  3.458  -6.261
H  -6.042  1.209  -0.669
H  -1.264  -7.997  6.164
H  1.996  -0.605  -5.422
H  4.234  6.735  0.908
H  -2.345  3.093  5.543
H  0.781  2.575  -2.285
H  2.057  -2.947  -5.765
H  -1.346  0.649  -6.604
H  -2.523  4.696  1.591
H  0.017  4.672  -5.811
H  7.334  2.832  -3.493
H  0.292  3.402  -7.187
H  2.300  2.527  7.322
H  1.497  -7.450  -8.026
H  1.936  1.659  5.061
H  -3.586  5.739  -0.353
H  3.366  5.856  -0.363
H  4.379  -3.979  6.119
H  1.500  3.376  5.053
H  -9.224  1.921  -1.200
H  0.879  -5.832  -9.756
H  5.380  0.006  9.275
H  -0.231  -7.777  3.842
H  -1.512  6.064  1.097
H  2.071  -5.023  6.426
H  5.326  0.545  -2.968
H  6.466  1.954  -4.763
H  0.983  -0.678  -7.011
H  -1.224  -4.204  -0.832
H  -0.261  -7.241  -7.961
H  -2.954  4.165  -0.867
H  2.646  -5.036  4.750
H  -1.691  5.504  6.058
H  3.984  4.237  1.367
H  -6.003  2.143  -2.933
H  0.339  4.251  -3.183

These are the Mulliken partial charges, in e, on atoms 1 to 99: 0.555 -0.103 -0.197 -0.203 -0.072 -0.218 -0.217 -0.207 -0.185 -0.181 -0.210 -0.100 -0.149 -0.209 -0.133 -0.108 -0.181 -0.194 -0.198 -0.223 -0.142 -0.199 -0.165 -0.125 -0.176 0.425 -0.578 -0.324 -0.138 -0.577 -0.415 -0.249 -0.335 -0.307 -0.458 -0.513 -0.454 -0.187 -0.482 -0.402 0.752 -0.159 -0.419 -0.502 -0.202 -0.159 -0.421 -0.453 0.522 -0.988 -0.452 -0.507 -0.215 -0.517 -1.003 -0.237 0.003 -0.432 0.067 0.202 0.402 0.339 -0.114 0.264 0.330 0.393 0.298 -0.281 -0.173 0.276 0.314 -0.651 0.206 0.207 -0.042 -0.097 -0.181 0.271 -0.254 -0.068 -0.565 0.321 0.269 0.325 0.156 0.357 0.362 0.291 -0.010 0.163 0.333 0.348 0.349 0.189 0.111 0.348 0.160 0.352 -0.170

Record 5
DFT (ωB97M-V with the def2-TZVPD basis set) results for the molecule C2H2N4.

Summary:
Total charge: 0
ΔE to the lowest compared entry with this formula, charge and spin: 44.7 kcal per mole
Total energy: -8064.1943 eV
SMILES: c1ncnnn1
E_HOMO: -10.2 eV
E_LUMO: -0.7 eV

Geometry (Å):
N  1.159  1.008  0.019
N  0.035  1.615  -0.180
N  -1.091  0.904  -0.356
N  0.015  -1.091  0.276
C  1.093  -0.327  0.312
C  -1.089  -0.403  -0.171
H  1.966  -0.829  0.722
H  -2.031  -0.869  -0.565

The computed Mulliken charges, all in e, follow: -0.174 -0.202 -0.169 -0.419 0.090 0.140 0.384 0.351

Record 6
DFT (ωB97M-V with the def2-TZVPD basis set) results for C42H41Cl3N6O7S3Si2W as an isolated structure.

Summary:
Total charge: 0
ΔE to the lowest compared entry with this formula, charge and spin: 0.0 kcal per mole
Total energy: -155150.0727 eV
E_HOMO: -8.1 eV
E_LUMO: -1.0 eV

Geometry (Å):
W  0.505  -0.098  -0.083
Cl  -1.399  -1.345  -4.551
Cl  -3.760  3.486  -4.350
Cl  5.099  -4.825  5.532
S  -2.030  0.223  1.450
S  -0.992  -3.674  -0.934
S  -0.263  -3.765  2.306
Si  2.376  1.590  -1.467
Si  2.574  -1.451  -1.215
O  -0.631  -4.905  -0.280
O  -0.095  -0.431  -1.972
O  -1.698  -0.471  0.176
O  2.363  1.735  3.160
O  -0.864  -3.540  -2.350
O  -2.491  -0.556  2.560
O  1.725  0.845  1.220
N  0.687  -1.510  1.580
N  -0.707  0.995  1.634
N  -6.618  -2.396  0.423
N  -0.365  1.845  -0.838
N  4.004  -1.645  3.453
N  -0.118  -2.480  -0.213
C  0.927  -1.596  2.938
C  -4.615  3.285  1.542
C  2.065  -2.477  -2.690
C  -6.198  4.316  -0.121
C  4.108  -2.873  3.945
C  4.958  1.538  -2.755
C  3.232  -2.505  0.191
C  -1.994  3.895  -1.813
C  5.864  -2.223  5.437
C  -3.308  1.354  0.997
C  2.937  2.914  -0.261
C  -2.671  -3.335  -0.534
C  6.090  0.881  -3.204
C  -3.311  -4.014  0.491
C  -1.231  4.061  -0.690
C  1.495  1.356  2.416
C  0.098  -2.581  1.100
C  3.936  0.819  -2.122
C  5.752  -0.943  4.921
C  -3.676  2.340  1.908
C  -5.299  -2.701  0.117
C  4.808  -0.699  3.933
C  -1.617  0.147  -3.731
C  0.007  1.425  2.789
C  -4.656  -2.056  -0.946
C  6.207  -0.497  -3.031
C  5.023  -3.199  4.934
C  -1.938  2.667  -2.498
C  -0.432  3.009  -0.223
C  -1.100  1.674  -1.969
C  0.464  -2.727  3.492
C  -3.352  -2.366  -1.265
C  -4.841  2.251  -0.606
C  -5.205  3.259  0.276
C  4.049  -0.550  -1.949
C  -3.890  1.301  -0.257
C  -4.617  -3.695  0.819
C  5.194  -1.208  -2.414
C  -2.496  1.114  -4.266
C  -2.659  2.329  -3.669
C  1.613  2.454  -2.959
C  -0.933  0.404  -2.565
H  -3.592  0.527  -0.952
H  1.167  1.745  -3.660
H  6.884  1.436  -3.688
H  0.154  3.130  0.673
H  -1.237  4.991  -0.139
H  3.500  2.479  0.563
H  -3.228  2.364  2.895
H  4.676  0.293  3.516
H  -5.707  5.285  -0.233
H  0.550  -3.039  4.519
H  -2.849  -1.870  -2.085
H  3.602  -1.871  0.998
H  2.152  3.542  0.155
H  1.497  -0.834  3.441
H  -5.118  -4.221  1.623
H  2.876  -3.193  -2.861
H  6.581  -2.464  6.210
H  2.454  2.918  -3.483
H  4.053  -3.136  -0.161
H  1.132  -3.016  -2.605
H  2.464  -3.158  0.606
H  -6.926  -1.480  0.143
H  4.877  2.611  -2.895
H  -6.676  4.072  -1.069
H  -6.913  -2.635  1.355
H  -6.975  4.431  0.636
H  7.093  -1.010  -3.385
H  -0.204  2.465  3.061
H  -5.199  -1.314  -1.521
H  -3.039  0.878  -5.170
H  6.384  -0.143  5.282
H  3.443  -3.628  3.540
H  -2.784  -4.793  1.023
H  -5.292  2.216  -1.592
H  -0.161  0.809  3.675
H  -4.899  4.057  2.247
H  5.293  -2.282  -2.296
H  2.009  -1.835  -3.572
H  -2.631  4.688  -2.181
H  0.892  3.240  -2.733
H  3.607  3.570  -0.827

These are the Mulliken partial charges, in e, on atoms 1 to 99: 2.003 -0.184 -0.263 -0.238 1.799 1.210 -0.253 1.635 1.523 -0.787 -0.539 0.001 -0.691 -0.708 -0.903 -1.114 1.083 0.211 -0.614 0.665 -0.028 -0.709 -1.333 -0.942 -1.323 -1.651 -0.288 -0.913 -1.043 -1.294 -0.167 -0.132 -1.353 -0.495 -0.782 -0.636 -1.584 0.364 0.457 0.525 -0.735 -1.066 0.756 -0.236 0.752 -0.884 -0.549 -0.757 -0.076 0.337 -0.549 -0.514 -0.723 0.166 -0.972 1.001 0.559 0.103 -0.898 -0.974 -0.357 0.969 -1.411 -0.352 0.366 0.261 0.400 0.370 0.513 0.295 0.549 0.397 0.321 0.581 0.280 -0.033 0.265 0.350 0.353 0.440 0.435 0.667 0.658 0.256 0.220 0.222 0.328 0.368 0.223 0.416 0.414 0.397 0.396 0.552 0.398 0.573 0.592 0.344 0.377